Entry 1:
Computed, not measured: a molecular structure, C18H24Cl3N10RuSeSi, with ωB97M-V/def2-TZVPD.

Values from the calculation:
**Spin multiplicity**: 6
**Charge**: +2
**LUMO energy (spin up / spin down)**: -6.4 / -7.7 eV

```
58
Properties=species:S:1:pos:R:3:forces:R:3
Ru -0.2208 0.8808 0.2710 -0.02 -0.55 0.51
C -3.1141 -0.2035 1.5920 -0.08 0.01 -0.06
C -2.2451 0.2545 2.7493 0.05 0.09 0.07
N -0.7997 0.1483 2.4679 -0.07 -0.06 -0.02
C -0.1617 -1.1684 2.6533 0.01 0.06 0.02
C -0.5936 -2.1484 1.5801 -0.02 -0.06 -0.06
N -0.6526 -1.5048 0.2455 0.16 0.09 -0.19
C -1.8548 -1.8530 -0.5511 0.04 -0.08 -0.04
C -2.7512 -0.6378 -0.8075 -0.04 0.04 0.03
N -2.6277 0.3245 0.3022 -0.05 0.07 -0.22
H -3.1476 -1.2871 1.5291 0.01 -0.02 0.03
H -4.1421 0.1155 1.7753 0.01 0.00 0.00
H -2.4426 1.3116 2.9439 0.00 -0.02 0.00
H -2.5133 -0.2945 3.6570 0.00 -0.02 -0.02
H -0.3260 0.7806 3.0969 0.00 0.03 0.05
H 0.9165 -0.9984 2.6013 -0.01 -0.01 -0.01
H -0.3794 -1.5805 3.6433 -0.01 -0.01 -0.01
H 0.0847 -3.0035 1.5706 0.02 0.03 0.01
H -1.5775 -2.5507 1.8097 0.01 0.00 0.04
H 0.1769 -1.7582 -0.2785 -0.18 -0.07 0.10
H -1.5552 -2.2813 -1.5069 -0.02 0.01 0.03
H -2.4023 -2.6372 -0.0292 -0.03 0.02 -0.02
H -2.4509 -0.1228 -1.7203 0.00 0.00 0.02
H -3.7856 -0.9662 -0.9440 0.01 -0.02 0.01
H -3.1448 1.1631 0.0594 -0.04 -0.07 0.02
N 4.1852 0.0766 -0.4985 0.10 0.10 0.11
C 2.9311 -0.2504 -0.7836 -0.21 0.01 0.02
N 2.1142 0.3569 0.0694 0.15 0.07 -0.14
C 2.9760 1.0748 0.8506 0.05 0.14 0.16
N 4.2383 0.9276 0.5421 -0.03 -0.12 -0.14
C 2.5028 1.9781 1.9001 -0.06 -0.19 -0.18
C 3.3686 2.7133 2.7000 0.14 0.13 0.13
N 2.9220 3.5516 3.6256 -0.12 -0.14 -0.13
C 1.6020 3.6451 3.7548 0.09 0.09 0.10
C 0.7321 2.9109 2.9652 -0.06 -0.10 -0.09
N 1.1800 2.0730 2.0265 0.00 0.29 0.07
H 5.0356 -0.2150 -0.9601 -0.02 0.01 0.02
H 2.6596 -0.8899 -1.6041 -0.06 -0.05 -0.03
H 4.4402 2.6194 2.5768 0.01 -0.01 0.00
H 1.2219 4.3288 4.5029 -0.01 0.00 0.01
H -0.3400 3.0128 3.0794 0.02 0.00 0.01
Cl -1.4391 4.7125 1.1603 -0.02 0.04 0.01
Si -1.2475 3.2715 -0.2679 0.42 -0.08 0.09
Cl 0.7975 3.2413 -0.8955 -0.06 0.34 -0.14
Cl -2.3878 3.8400 -1.8469 -0.13 0.01 -0.07
Se -0.3741 1.4196 -3.4161 -0.04 -0.02 0.00
N 0.1294 0.0935 -2.3046 0.02 -0.01 -0.09
C 0.2735 -0.9960 -3.0649 0.04 -0.10 0.07
C 0.7314 -2.2958 -2.6557 0.01 0.14 0.06
C 0.8243 -3.2916 -3.5713 -0.01 -0.06 -0.16
C 0.4754 -3.1099 -4.9519 0.03 -0.06 0.14
C 0.0549 -1.9081 -5.3969 -0.02 0.15 0.07
C -0.0460 -0.8196 -4.4659 -0.10 0.00 -0.21
N -0.4340 0.3910 -4.8264 0.14 -0.12 0.09
H 1.0383 -2.5081 -1.6388 0.02 0.06 -0.04
H 1.1849 -4.2616 -3.2536 -0.01 -0.01 -0.02
H 0.5624 -3.9469 -5.6301 0.02 -0.01 0.01
H -0.2027 -1.7286 -6.4310 -0.01 0.02 -0.01
```
Forces are in eV/Å.

natural (NBO) atomic charge list, values in e, 2 entries:
1. Ru 1.305
2. C -0.251

Entry 2:
Computed, not measured: C5H12N2OS in the gas phase at a distorted geometry, with ωB97M-V/def2-TZVPD.

Values from the calculation:
**Spin multiplicity**: 1
**LUMO energy**: 0.8 eV

```
21
Properties=species:S:1:pos:R:3:forces:R:3
C -1.8723 0.8654 -1.3231 -0.22 0.07 0.04
C -1.5182 0.6015 0.1171 -0.52 0.04 -0.57
C -2.6538 0.2505 1.0285 0.16 0.00 0.16
C 2.6617 -0.4218 1.0206 0.04 0.11 0.37
C 1.4425 -1.4796 -0.8296 -0.07 -0.18 -0.01
N -0.3534 0.6482 0.5927 1.04 -0.08 0.74
N 1.9459 -0.2824 -0.2171 -0.36 0.74 -0.35
O 1.6218 2.1498 0.3117 0.33 0.78 0.44
S 0.9694 1.0904 -0.4217 0.06 -1.25 -0.42
H -1.9996 -0.0898 -1.8341 -0.02 -0.03 -0.08
H -1.1002 1.4370 -1.8268 -0.10 -0.02 -0.13
H -2.8198 1.3981 -1.3833 -0.05 0.01 -0.03
H -3.3025 1.1174 1.1469 -0.11 0.05 -0.04
H -3.2458 -0.5609 0.6104 -0.11 -0.06 -0.07
H -2.2706 -0.0351 2.0044 -0.01 -0.03 0.01
H 3.6622 -0.8168 0.8292 -0.04 -0.02 0.00
H 2.7527 0.5757 1.4489 0.13 -0.08 0.15
H 2.1434 -1.0759 1.7304 -0.01 0.02 0.01
H 0.8747 -1.1978 -1.7149 -0.06 -0.12 -0.16
H 2.2728 -2.1219 -1.1341 -0.06 0.03 -0.02
H 0.7893 -2.0522 -0.1559 -0.01 0.03 -0.04
```
Forces are in eV/Å.

natural (NBO) atomic charge list, values in e, 2 entries:
1. C -0.708
2. C 0.353

Entry 3:
Computed, not measured: a molecular structure, C5H8O2, with ωB97M-V/def2-TZVPD.

Values from the calculation:
**Spin multiplicity**: 1
**LUMO energy (spin up / spin down)**: -1.1 / -1.1 eV

```
15
Properties=species:S:1:pos:R:3:forces:R:3
C -1.8418 -0.4398 -0.0042 0.02 -0.05 -0.02
C -0.5195 0.2901 0.0203 -0.24 -0.25 0.18
O -0.7967 1.6215 -0.2547 0.24 0.13 -0.12
C 0.5736 0.1547 1.0186 0.01 0.13 0.08
C 1.7928 -0.0409 0.1502 0.14 0.00 -0.08
C 0.7422 -0.5900 -0.8427 0.21 -0.11 -0.62
O 0.8074 -0.9121 -2.0100 -0.04 0.12 0.41
H -2.5745 0.0698 0.6306 0.14 -0.03 -0.08
H -2.2158 -0.4376 -1.0319 0.00 0.00 0.13
H -1.7319 -1.4730 0.3299 -0.01 0.15 -0.03
H 0.0366 2.0999 -0.3579 -0.13 0.03 -0.01
H 0.5989 0.8082 1.9028 -0.08 -0.23 -0.04
H 0.2864 -1.2942 0.1334 -0.05 0.06 0.23
H 2.2834 0.8928 -0.1633 -0.04 -0.03 0.04
H 2.5589 -0.7496 0.4790 -0.17 0.08 -0.06
```
Forces are in eV/Å.

natural (NBO) atomic charge list, values in e, 2 entries:
1. C -0.636
2. C 0.210

Entry 4:
Computed, not measured: 13 unconnected molecules or ions with the total composition C52H91N13 at a distorted geometry, with ωB97M-V/def2-TZVPD.

Values from the calculation:
**Spin multiplicity**: 1
**LUMO energy**: 0.2 eV

```
156
Properties=species:S:1:pos:R:3:forces:R:3
C -5.4338 -0.8221 5.6039 -0.67 0.20 0.01
C -4.6497 0.0429 4.6129 0.42 -1.24 0.61
C -3.5339 0.8632 5.2685 -0.20 0.41 0.13
C -2.8179 0.0858 6.2790 -0.33 0.59 -0.88
N -2.2574 -0.5155 7.0676 0.56 -0.65 0.80
H -6.0880 -0.2226 6.2454 0.13 0.03 0.02
H -4.8004 -1.4246 6.2522 0.15 0.06 -0.06
H -6.0931 -1.5120 5.0696 0.08 0.06 -0.04
H -5.3395 0.6315 4.0160 0.22 0.26 -0.10
H -4.1052 -0.6584 3.9776 -0.25 0.13 -0.44
H -3.8889 1.7609 5.7825 -0.13 0.00 -0.14
H -2.8201 1.1664 4.5026 0.02 0.11 0.04
C -3.3800 1.9345 -1.6533 -0.04 -0.57 -0.42
C -4.5829 2.8282 -1.7768 -1.05 -0.06 0.71
C -4.4043 4.1996 -1.1286 0.06 0.33 -0.36
C -3.4394 4.9934 -1.8902 -0.63 -0.57 0.77
N -2.6278 5.5452 -2.4671 0.78 0.68 -0.75
H -3.7038 0.9078 -1.8390 0.18 -0.01 -0.11
H -2.9717 1.9446 -0.6438 0.11 0.19 0.01
H -2.6214 2.1728 -2.3987 0.19 0.09 0.19
H -5.4173 2.3512 -1.2474 0.08 0.06 0.03
H -4.9497 2.9322 -2.7976 0.29 0.06 -0.14
H -4.0257 4.1267 -0.1076 0.01 -0.10 0.01
H -5.3499 4.7421 -1.0959 0.01 0.01 -0.01
C 2.4654 -2.4313 -4.1318 0.27 -0.61 0.24
C 1.0729 -3.0546 -3.9885 0.09 0.74 0.35
C 0.2491 -2.9959 -5.2718 -0.03 -0.56 -0.15
C 0.8936 -3.7513 -6.3534 0.03 0.18 -0.16
N 1.3771 -4.3693 -7.1922 0.03 0.03 0.08
H 3.0924 -2.7310 -3.2864 -0.13 0.06 0.01
H 2.4518 -1.3412 -4.1285 -0.16 -0.01 -0.22
H 2.9760 -2.8012 -5.0244 -0.06 0.17 -0.06
H 0.5405 -2.4783 -3.2254 -0.13 -0.20 -0.04
H 1.1383 -4.0745 -3.6110 0.09 -0.07 -0.15
H 0.0771 -1.9661 -5.5819 0.03 0.01 -0.10
H -0.7287 -3.4687 -5.1528 -0.06 0.25 0.23
C -5.5532 -2.8230 0.2651 -0.23 -0.33 -0.11
C -4.5133 -3.1953 -0.8009 -0.18 0.79 0.94
C -3.8220 -1.9259 -1.3048 -0.55 0.46 -0.63
C -3.1972 -2.0261 -2.6229 0.13 -0.23 0.94
N -2.6587 -2.1085 -3.6266 0.35 -0.03 -0.84
H -5.8027 -3.7167 0.8394 -0.09 0.07 0.02
H -6.4689 -2.4720 -0.2167 0.02 0.06 0.07
H -5.2318 -2.0574 0.9678 0.25 0.07 0.00
H -5.0607 -3.7345 -1.5682 0.48 -0.21 -0.27
H -3.7421 -3.7768 -0.3028 -0.10 -0.56 -0.43
H -3.0766 -1.5956 -0.5796 0.01 0.09 -0.02
H -4.5432 -1.1072 -1.4386 -0.02 -0.15 0.36
C -1.5384 8.5288 -0.1828 0.28 0.45 -0.31
C -0.0846 8.0691 -0.1769 -0.16 -0.58 0.99
C 0.0848 6.6802 -0.8032 -0.66 0.22 -0.59
C -0.6293 5.6677 -0.0258 0.54 0.45 -0.28
N -1.2311 4.9083 0.5811 -0.31 -0.63 0.46
H -2.1965 7.7765 0.2476 -0.03 -0.04 0.02
H -1.8711 8.7523 -1.1987 -0.07 -0.13 0.02
H -1.6332 9.4496 0.3941 -0.08 -0.05 0.04
H 0.2190 7.9539 0.8710 0.16 0.28 -0.09
H 0.5932 8.7848 -0.6322 -0.04 0.03 -0.20
H 1.1258 6.3996 -0.9325 0.05 -0.05 0.04
H -0.4227 6.6669 -1.7771 0.31 -0.05 -0.05
C -2.6985 -3.7702 2.4072 -0.83 -0.01 -1.03
C -1.6334 -4.4041 3.2856 -0.28 0.45 0.53
C -0.4106 -3.4963 3.4090 0.67 0.10 -0.89
C 0.5405 -3.8955 4.4371 -0.13 0.12 0.17
N 1.2996 -4.1903 5.2446 0.17 -0.17 0.04
H -3.7309 -3.9760 2.7057 0.22 -0.16 0.37
H -2.6713 -4.1734 1.3890 0.24 0.03 0.16
H -2.6497 -2.6825 2.2974 0.31 0.00 0.29
H -1.3364 -5.3727 2.8867 0.00 -0.06 0.05
H -2.0394 -4.5740 4.2850 0.07 -0.04 -0.02
H -0.6429 -2.4347 3.5192 -0.31 -0.12 0.37
H 0.1627 -3.5116 2.4680 -0.18 -0.06 0.01
C 0.4170 -0.4245 -0.7664 -0.30 -0.71 0.89
C 0.0160 1.0244 -0.5446 0.25 -0.23 -1.21
C -0.0432 1.4008 0.9212 -1.34 -0.31 0.20
C -1.2247 0.7880 1.5675 -0.01 -0.37 0.45
N -2.1225 0.3321 2.1306 0.31 0.14 -0.42
H -0.3084 -1.0921 -0.2748 0.12 0.14 0.16
H 1.3774 -0.6209 -0.2839 0.03 -0.15 -0.23
H 0.4121 -0.8080 -1.7870 0.26 0.55 -0.21
H -0.9342 1.1879 -1.0562 0.02 0.30 0.21
H 0.7531 1.6671 -1.0342 -0.08 0.16 0.13
H -0.2524 2.4666 1.0535 0.62 0.07 -0.03
H 0.8347 1.0292 1.4507 0.16 0.39 0.09
C 5.4986 -0.5508 -2.2014 -0.35 -0.43 -0.25
C 4.5712 -1.1993 -1.1606 0.14 -0.35 -1.06
C 5.0788 -1.1873 0.2867 -0.26 0.03 0.29
C 4.3339 -0.2710 1.1461 -0.06 0.12 -0.23
N 3.6476 0.3949 1.7800 -0.09 0.22 0.09
H 6.5253 -0.9082 -2.1100 0.07 0.29 0.19
H 5.4333 0.5365 -2.2308 0.28 0.04 0.27
H 5.1796 -0.8934 -3.1924 -0.06 0.09 0.07
H 4.4390 -2.2411 -1.4624 0.12 -0.01 0.18
H 3.5727 -0.7842 -1.3111 -0.01 0.10 0.55
H 6.1447 -0.9610 0.3222 -0.02 0.06 0.06
H 4.9321 -2.1544 0.7760 0.13 -0.11 -0.27
C 2.4394 4.0826 0.2586 0.40 0.23 0.44
C 3.7604 3.4114 -0.1262 -0.83 0.60 -0.18
C 4.7804 3.4210 0.9991 0.62 -0.81 0.12
C 5.4032 4.7097 1.2873 -0.35 0.08 -0.20
N 5.9130 5.7181 1.4824 0.04 0.18 0.09
H 1.8748 4.3566 -0.6292 -0.09 -0.05 -0.01
H 2.6762 4.9894 0.8277 -0.23 0.12 -0.16
H 1.8164 3.4636 0.9076 0.08 -0.07 -0.07
H 4.1510 3.9635 -0.9828 0.17 -0.25 -0.07
H 3.5228 2.3927 -0.4352 0.41 -0.11 0.01
H 5.6133 2.7651 0.7195 -0.07 -0.03 0.09
H 4.3829 3.0035 1.9273 -0.11 0.03 -0.06
C 0.9837 2.0063 -6.2549 -0.01 0.00 0.16
C 0.6280 1.5586 -4.8436 -1.05 0.12 0.37
C 1.8024 1.5816 -3.9010 1.26 -1.07 0.63
C 2.5504 2.8291 -3.8160 -0.51 -0.39 -0.22
N 3.1371 3.8067 -3.7500 0.40 0.70 0.12
H 1.9843 1.6806 -6.5428 0.03 -0.02 0.03
H 0.9550 3.0950 -6.2813 0.10 -0.01 -0.26
H 0.2905 1.6045 -6.9896 -0.12 0.11 -0.01
H 0.1565 0.5716 -4.7991 0.39 -0.15 -0.19
H -0.1650 2.1938 -4.4305 0.13 0.17 -0.15
H 2.5280 0.8043 -4.1905 -0.01 0.30 -0.32
H 1.6130 1.2651 -2.8697 -0.60 0.22 -0.11
C -0.7691 -4.5739 -1.0577 0.67 0.14 -0.01
C -1.4753 -5.2170 -2.2287 -0.24 0.64 -0.64
C -2.0018 -6.6269 -1.9892 -0.23 -0.02 0.60
C -2.6354 -6.7455 -0.6665 -0.17 -0.08 0.06
N -3.1281 -6.8600 0.3658 0.09 0.13 -0.11
H 0.1195 -5.1480 -0.7754 -0.15 -0.10 0.16
H -1.4072 -4.4450 -0.1835 0.00 -0.14 -0.03
H -0.3715 -3.5931 -1.3284 -0.17 0.02 -0.04
H -0.8286 -5.2072 -3.1103 0.16 -0.30 0.13
H -2.2964 -4.5755 -2.5614 -0.14 -0.11 0.27
H -1.2126 -7.3809 -1.9941 0.01 0.03 -0.28
H -2.7745 -6.8689 -2.7186 0.21 -0.22 -0.15
C 0.3351 3.1690 4.0087 0.09 -0.34 -0.85
C 0.5832 4.6618 4.1867 -0.07 -0.85 1.30
C 2.0674 4.9493 4.4287 0.40 0.29 -0.72
C 2.6673 4.1724 5.5137 -0.19 0.05 0.02
N 3.1335 3.5574 6.3628 0.02 -0.02 0.03
H -0.7033 2.9118 3.7854 -0.08 0.31 0.14
H 0.6284 2.6002 4.8895 0.10 0.03 0.02
H 0.9045 2.7962 3.1478 0.12 -0.05 0.22
H 0.0710 4.9052 5.1242 -0.20 0.53 -0.31
H 0.1929 5.2385 3.3558 0.02 0.17 -0.04
H 2.2474 6.0095 4.6230 -0.09 -0.05 0.11
H 2.6519 4.7278 3.5253 -0.10 -0.05 0.07
C 4.9021 -5.6037 0.5378 -0.49 -0.04 -0.56
C 3.7023 -6.0987 1.3464 0.31 -0.07 0.12
C 2.6881 -4.9991 1.7027 0.24 0.03 0.58
C 2.4707 -3.9901 0.6715 -0.08 -0.51 0.19
N 2.2985 -3.2096 -0.1485 -0.06 0.35 -0.34
H 5.4612 -4.8048 1.0242 0.06 -0.11 0.17
H 4.5520 -5.2120 -0.4258 0.02 0.07 0.14
H 5.5604 -6.4299 0.2734 0.16 0.03 0.28
H 4.0295 -6.5083 2.3051 0.05 -0.02 -0.08
H 3.2320 -6.9336 0.8243 -0.15 0.18 -0.12
H 3.0539 -4.4745 2.5936 -0.06 0.08 -0.13
H 1.7323 -5.4267 2.0117 -0.04 0.01 -0.17
```
Forces are in eV/Å.

Mulliken atomic charge list, values in e, 2 entries:
1. C -1.443
2. C 0.125

Number 1: energy -147317.1043 eV. Number 2: energy -21241.2926 eV. Number 3: energy -9404.3428 eV. Number 4: energy -74769.1288 eV.